86
Properties=species:S:1:pos:R:3:lowdin_charge:R:1 method="wB97M-V/def2-TZVPD" lumo_energy_ha=-0.1127 charge=+1 homo_lumo_gap_ev=9.18 relative_energy_kcal_mol=72.9
C 2.1714 0.4579 -0.7810 -0.148
C 3.4811 1.0126 -1.5276 -0.685
Cl 4.6646 -0.3796 -1.6737 0.608
C 4.1081 2.3387 -0.8892 -0.614
Cl 2.7457 3.5283 -0.6519 0.706
N 4.8084 1.9388 0.3759 -0.008
C 5.1924 3.0743 1.2967 -0.204
C 4.4583 2.8366 2.7087 -0.397
S 5.5629 1.7012 3.7217 0.943
C 5.1631 -0.0167 3.2613 -0.512
N 5.1928 -0.5824 1.9621 -0.064
N 4.8266 -1.8707 1.8479 0.041
C 4.5431 -2.2229 3.2245 -0.035
O 4.7571 -1.1261 4.0442 -0.020
H 1.8769 1.0249 0.1562 0.062
H 1.3400 0.3738 -1.5547 0.101
H 2.3850 -0.6198 -0.4425 0.068
H 3.1642 1.2707 -2.6002 0.120
H 4.8920 2.7283 -1.6296 0.152
H 4.1572 1.3273 0.9084 0.118
H 5.6889 1.4452 0.1312 0.154
H 6.3172 2.9756 1.5102 0.129
H 5.0500 4.1130 0.8680 0.127
H 3.4034 2.4203 2.6115 0.102
H 4.3673 3.8275 3.2617 0.105
H 4.2026 -3.2748 3.4595 0.146
C 0.2222 -1.4750 2.5145 -0.043
O -0.7856 -2.3458 2.0080 0.002
C -1.4293 -1.8746 0.9284 -0.595
O -1.2165 -0.8158 0.3896 0.103
O -2.3417 -2.7810 0.5583 0.011
C -3.1082 -2.4094 -0.5877 -0.032
H 0.6721 -1.9573 3.3823 0.096
H 1.0017 -1.3113 1.7666 0.078
H -0.2134 -0.5255 2.8333 0.100
H -2.4622 -2.2835 -1.4590 0.099
H -3.6758 -1.4974 -0.3926 0.100
H -3.8110 -3.2166 -0.7927 0.098
C 0.0076 -6.1031 2.3272 -0.030
O 1.0547 -7.0678 2.2135 0.005
C 2.2673 -6.6088 2.5538 -0.598
O 2.5241 -5.4899 2.9312 0.095
O 3.1468 -7.6098 2.4014 0.007
C 4.4910 -7.2645 2.7295 -0.045
H -0.9242 -6.5830 2.0271 0.086
H -0.0954 -5.7660 3.3605 0.103
H 0.1892 -5.2572 1.6613 0.094
H 4.5690 -6.9739 3.7793 0.098
H 4.8534 -6.4653 2.0792 0.095
H 5.1094 -8.1474 2.5689 0.097
C -1.9334 5.9332 -3.4912 -0.037
O -1.3777 5.2466 -2.3679 -0.009
C -1.9422 4.0557 -2.1171 -0.607
O -2.8392 3.5514 -2.7419 0.132
O -1.3309 3.5231 -1.0456 -0.020
C -1.8209 2.2416 -0.6545 -0.053
H -1.4037 6.8795 -3.5998 0.094
H -1.7940 5.3525 -4.4052 0.099
H -2.9910 6.1472 -3.3274 0.101
H -1.6699 1.5127 -1.4530 0.095
H -2.8748 2.2944 -0.3746 0.103
H -1.2486 1.9219 0.2164 0.080
C -6.2162 -8.0312 -0.1235 -0.045
O -5.1738 -8.9983 -0.2390 0.004
C -3.9598 -8.5417 0.1007 -0.603
O -3.7020 -7.4251 0.4781 0.112
O -3.0816 -9.5437 -0.0524 0.005
C -1.7386 -9.1960 0.2764 -0.047
H -7.1483 -8.5102 -0.4228 0.095
H -6.3166 -7.6943 0.9101 0.099
H -6.0326 -7.1854 -0.7892 0.096
H -1.6621 -8.9052 1.3261 0.090
H -1.3774 -8.3960 -0.3735 0.099
H -1.1167 -10.0766 0.1166 0.098
C -4.8375 11.1621 -5.5270 -0.043
O -4.5691 11.5597 -4.1831 0.004
C -3.9840 10.6130 -3.4361 -0.604
O -3.6841 9.5043 -3.8041 0.111
O -3.7902 11.1147 -2.2070 0.003
C -3.1701 10.2089 -1.2971 -0.048
H -5.3091 12.0035 -6.0343 0.095
H -3.9102 10.9186 -6.0494 0.098
H -5.5263 10.3153 -5.5482 0.099
H -2.1761 9.9274 -1.6509 0.095
H -3.7926 9.3240 -1.1497 0.097
H -3.0642 10.7201 -0.3402 0.094

76
Properties=species:S:1:pos:R:3:lowdin_charge:R:1 method="wB97M-V/def2-TZVPD" lumo_energy_ha="-0.0086 / 0.0085" multiplicity=4 charge=0 homo_lumo_gap_ev="5.20 / 5.66" relative_energy_kcal_mol=141.6
C -0.3990 -4.0868 -3.3189 -0.004
C -0.2495 -3.4614 -1.8983 -0.369
H -0.1157 -5.1602 -3.2738 0.071
H 0.2471 -3.5916 -4.0556 0.034
H -1.4518 -4.0278 -3.6812 0.098
C -0.0172 -4.3398 -0.8383 -0.163
C -0.1186 -5.8030 -0.9853 -0.172
H 0.2510 -3.9810 0.1356 0.062
H 0.6809 -6.3172 -1.5351 0.059
H -1.0265 -6.0148 -1.5610 0.063
H -0.1959 -6.2502 0.0128 0.069
Cr -0.0321 2.6709 -0.1087 0.134
Cl -1.3735 3.7750 -1.4444 0.141
Cl 1.9054 1.8928 -1.1377 0.163
C -1.9125 2.7959 1.6843 -0.523
O -0.7414 3.3311 1.6879 -0.323
N -2.4076 2.0634 2.7306 -0.209
C -1.5550 1.8144 3.8761 -0.029
C -3.8122 1.7098 2.7593 -0.045
H -2.6137 3.0623 0.8895 0.074
H -0.5404 2.1118 3.5846 0.084
H -1.5411 0.7586 4.1869 0.087
H -1.8904 2.4325 4.7207 0.094
H -4.2387 1.9725 1.7904 0.094
H -4.3432 2.2890 3.5274 0.093
H -4.0237 0.6474 2.9470 0.074
H 2.3174 -1.4305 0.1105 0.078
H 1.9873 -2.8904 2.1590 0.088
C 3.0738 -1.0038 0.8055 -0.046
C 2.4012 -2.1588 2.8633 -0.066
N 2.4966 -0.8688 2.1653 -0.160
H 3.4221 -0.0581 0.3715 0.058
C 1.4602 0.0164 2.3715 -0.325
O 1.1583 0.9492 1.6210 -0.088
H 1.7616 -2.0821 3.7392 0.076
H 0.8922 -0.1955 3.2926 0.120
H 3.9127 -1.7061 0.8989 0.093
H 3.3821 -2.5154 3.1861 0.088
O 0.5927 -2.0891 -1.8928 -0.190
C -0.8505 -2.0772 -1.5534 -0.167
C -0.6172 -1.7208 0.9330 -0.094
C -1.4280 -1.8910 -0.1928 -0.213
H 0.4674 -1.6554 0.7229 0.093
C -1.1519 -1.7575 2.2360 -0.087
H -1.3894 -1.5625 -2.3604 0.149
C -2.8227 -1.6176 0.0148 -0.078
H -0.4752 -1.9485 3.0946 0.096
C -2.5368 -1.6545 2.4091 -0.119
C -3.3684 -1.5369 1.2913 -0.125
H -3.5130 -1.5575 -0.8336 0.117
H -2.9139 -1.6828 3.4403 0.104
H -4.4453 -1.4192 1.4584 0.106
Si 1.4362 -0.6734 -3.2805 0.743
Cl -1.5835 1.1263 0.2752 0.523
C 3.2575 -0.7527 -2.8420 -0.203
C 0.8937 1.1824 -3.8059 -0.257
C 0.6995 -1.2615 -4.8704 -0.204
H 3.6468 -0.1678 -1.9823 0.004
H 3.8507 -0.4605 -3.7302 0.041
H 3.4372 -1.8225 -2.6482 0.031
H 0.7376 -2.3387 -4.9466 -0.008
H 1.2921 -0.7940 -5.6668 0.052
H -0.3352 -0.9037 -4.9476 0.050
H 0.7026 2.0459 -3.1585 -0.068
H -0.0600 1.1305 -4.3289 0.010
H 1.6144 1.5763 -4.5310 0.036
C 1.0636 5.3480 2.1398 -0.196
S 0.1132 5.5122 0.5932 0.868
C 0.5206 6.9948 -0.3977 -0.213
O 0.9584 4.4883 -0.2035 -0.734
H 0.7719 6.1050 2.8885 0.067
H 2.1004 5.4115 1.7875 0.065
H 0.8406 4.3027 2.4184 0.043
H 1.6026 6.9913 -0.6009 0.064
H -0.0509 6.8773 -1.3356 0.060
H 0.1921 7.9028 0.1273 0.054

71
Properties=species:S:1:pos:R:3:lowdin_charge:R:1 method="wB97M-V/def2-TZVPD" lumo_energy_ha=-0.3727 charge=+3 homo_lumo_gap_ev=7.89
Sn -0.2769 0.0560 -0.2542 0.948
P 0.3153 -2.0198 -1.5803 0.949
P 0.4816 2.4721 0.2697 0.973
N 0.6006 0.9806 -2.5417 -0.153
C 1.2081 -1.3880 -3.0624 -0.252
H 2.0968 -2.0239 -3.2072 0.119
H 0.5297 -1.5487 -3.9175 0.106
C 1.6594 0.0760 -3.0378 -0.242
H 2.5576 0.2246 -2.4284 0.115
H 1.9386 0.3891 -4.0603 0.148
C 0.9432 2.4350 -2.5582 -0.205
H 0.0436 2.9903 -2.8617 0.135
H 1.7108 2.6082 -3.3276 0.143
C 1.4789 2.9235 -1.2127 -0.275
H 1.5473 4.0229 -1.2361 0.117
H 2.4921 2.5261 -1.0438 0.103
C 1.3293 3.0901 1.8058 -0.479
C 2.1934 2.0038 2.4654 -0.097
H 3.1375 1.8561 1.9311 0.086
H 1.6848 1.0338 2.5188 0.044
H 2.4276 2.2863 3.5014 0.109
C -1.0860 3.4350 0.0350 -0.525
C -2.2117 3.0117 0.9944 -0.099
H -3.1574 3.0067 0.4329 0.106
H -2.3312 3.7094 1.8368 0.096
H -2.0836 1.9987 1.4007 0.035
C -1.3161 -2.6849 -2.1766 -0.525
C -2.0965 -3.4696 -1.1184 -0.087
H -3.1345 -3.5717 -1.4711 0.114
H -2.1454 -2.9471 -0.1553 0.046
H -1.7088 -4.4834 -0.9518 0.092
C 1.3375 -3.3524 -0.8280 -0.525
C 0.9046 -3.7120 0.5956 -0.090
H 1.6677 -4.3694 1.0350 0.113
H -0.0493 -4.2573 0.5966 0.081
H 0.8055 -2.8483 1.2626 0.050
C 2.1356 -0.3933 0.1970 -0.068
O 3.2550 -0.5848 0.4017 0.190
C -0.8596 4.9590 0.0139 -0.074
H 0.1636 5.2590 0.2716 0.076
H -1.0674 5.3447 -0.9936 0.100
H -1.5467 5.4715 0.6990 0.101
C -1.2656 -3.4287 -3.5207 -0.079
H -1.9230 -4.3082 -3.4949 0.107
H -1.6377 -2.7584 -4.3106 0.099
H -0.2670 -3.7634 -3.8169 0.071
C 1.3820 -4.5932 -1.7205 -0.068
H 2.0148 -5.3486 -1.2371 0.113
H 0.3861 -5.0315 -1.8553 0.086
H 1.8185 -4.3898 -2.7036 0.089
C 0.3970 3.7331 2.8392 -0.084
H -0.4087 3.0784 3.1844 0.029
H 0.9814 3.9705 3.7396 0.112
H -0.0472 4.6624 2.4746 0.082
H 1.9932 3.8808 1.4119 0.133
H 2.3529 -2.9245 -0.7856 0.108
H -1.3937 3.1241 -0.9772 0.093
H -1.8783 -1.7523 -2.3532 0.089
H -0.2666 0.8277 -3.0715 0.127
H -1.8548 0.4478 -1.0019 0.000
Cl -1.1583 1.4504 5.2982 0.800
C -1.2727 0.1183 4.2109 -0.600
C -1.8431 -1.0880 4.6129 -0.006
C -1.9373 -2.1181 3.6866 0.013
C -1.4874 -1.9208 2.3913 -0.115
N -0.9475 -0.7569 1.9954 -0.035
C -0.8173 0.2419 2.9078 -0.182
H -2.2107 -1.2076 5.6307 0.143
H -2.3537 -3.0839 3.9541 0.140
H -1.5775 -2.7536 1.6960 0.093
H -0.3523 1.1767 2.5749 0.043

Asked for calculated total energy across the records above, the calculation gives -3549.83241, -4386.55526, -2404.43041 Eh in order.